{"formula": "C52H62IrO7P4", "method": "the ωB97M-V functional and the def2-TZVPD basis", "symbols": ["Ir", "C", "C", "C", "C", "C", "C", "C", "C", "P", "C", "C", "C", "C", "C", "C", "C", "C", "C", "C", "C", "C", "C", "O", "C", "C", "C", "C", "C", "C", "P", "C", "C", "C", "C", "C", "C", "C", "C", "C", "C", "C", "C", "H", "H", "H", "H", "H", "H", "H", "H", "H", "H", "H", "H", "H", "H", "H", "H", "H", "H", "H", "H", "H", "H", "H", "H", "H", "H", "H", "H", "H", "H", "H", "H", "C", "C", "C", "O", "P", "O", "C", "P", "O", "O", "C", "C", "C", "O", "C", "C", "C", "O", "C", "C", "C", "H", "H", "H", "H", "H", "H", "H", "H", "H", "H", "H", "H", "H", "H", "H", "H", "H", "H", "H", "H", "H", "H", "H", "H", "H", "H", "H", "H", "H", "H"], "positions_angstrom": [[-1.032, 1.207, 0.357], [5.939, -0.633, 1.614], [4.668, -1.389, 2.032], [5.032, -2.551, 2.973], [3.981, -1.952, 0.799], [4.661, -2.807, -0.069], [4.062, -3.365, -1.185], [2.744, -3.062, -1.477], [2.029, -2.218, -0.631], [0.320, -1.858, -0.947], [-0.714, -2.680, 0.237], [-2.003, -2.253, 0.551], [-2.817, -3.054, 1.334], [-2.358, -4.280, 1.793], [-1.071, -4.705, 1.490], [-0.243, -3.908, 0.716], [-0.113, -2.414, -2.580], [-0.399, -1.518, -3.609], [-0.729, -1.999, -4.868], [-0.795, -3.366, -5.096], [-0.540, -4.262, -4.063], [-0.204, -3.792, -2.806], [2.658, -1.684, 0.500], [1.869, -0.867, 1.260], [2.416, -0.239, 2.356], [1.541, 0.571, 3.070], [1.975, 1.171, 4.252], [3.285, 1.013, 4.663], [4.141, 0.223, 3.912], [3.726, -0.441, 2.760], [-0.169, 0.754, 2.587], [-1.084, -0.248, 3.783], [-2.111, 0.255, 4.578], [-2.702, -0.558, 5.535], [-2.254, -1.859, 5.715], [-1.220, -2.354, 4.931], [-0.638, -1.556, 3.962], [-0.732, 2.452, 2.685], [-0.048, 3.606, 3.058], [-0.646, 4.835, 2.858], [-1.897, 4.954, 2.231], [-2.579, 3.830, 1.846], [-2.015, 2.550, 2.081], [6.643, -1.300, 1.116], [6.451, -0.222, 2.484], [5.705, 0.188, 0.934], [5.705, -3.252, 2.477], [4.141, -3.096, 3.288], [5.541, -2.182, 3.863], [5.696, -3.048, 0.140], [4.623, -4.027, -1.830], [2.281, -3.474, -2.363], [-2.406, -1.335, 0.158], [-3.818, -2.720, 1.579], [-3.004, -4.909, 2.392], [-0.713, -5.660, 1.851], [0.762, -4.246, 0.490], [-0.379, -0.447, -3.448], [-0.938, -1.304, -5.670], [-1.056, -3.738, -6.078], [-0.602, -5.327, -4.239], [-0.016, -4.500, -2.007], [1.282, 1.737, 4.864], [3.633, 1.478, 5.575], [5.160, 0.091, 4.254], [-2.448, 1.279, 4.479], [-3.494, -0.165, 6.158], [-2.701, -2.483, 6.478], [-0.862, -3.365, 5.081], [0.175, -1.950, 3.359], [0.939, 3.545, 3.498], [-0.136, 5.732, 3.188], [-2.336, 5.934, 2.098], [-3.583, 3.903, 1.445], [-2.711, 1.716, 2.146], [-4.374, -0.643, -4.177], [-4.367, -0.458, -2.680], [-4.069, -1.725, -1.917], [-3.312, 0.557, -2.391], [-3.297, 1.517, -1.168], [-3.034, 0.776, 0.191], [-1.794, 2.419, -1.234], [0.981, 1.061, -1.739], [0.064, -0.245, -0.930], [1.121, 1.734, -0.240], [2.073, 2.903, -0.296], [1.338, 4.182, -0.013], [3.221, 2.589, 0.627], [2.345, 0.331, -2.014], [2.976, 0.496, -3.369], [3.357, -0.872, -3.867], [4.152, 1.428, -3.216], [-4.639, 2.258, -1.001], [-5.372, 3.255, -1.843], [-4.465, 4.426, -2.134], [-5.939, 2.604, -3.077], [-5.235, -1.247, -4.462], [-3.472, -1.162, -4.501], [-4.442, 0.311, -4.696], [-5.307, -0.021, -2.344], [-3.064, -2.084, -2.149], [-4.780, -2.493, -2.223], [-4.169, -1.585, -0.841], [-1.886, 3.427, -0.836], [-1.311, 2.413, -2.205], [2.428, 2.933, -1.333], [1.050, 4.237, 1.030], [0.454, 4.282, -0.643], [2.000, 5.023, -0.224], [2.894, 2.598, 1.669], [4.001, 3.342, 0.505], [3.646, 1.611, 0.397], [2.209, 0.937, -4.012], [2.490, -1.529, -3.944], [4.100, -1.325, -3.211], [3.795, -0.774, -4.861], [4.857, 1.033, -2.483], [4.670, 1.515, -4.171], [3.849, 2.432, -2.918], [-6.172, 3.548, -1.168], [-3.643, 4.142, -2.795], [-4.064, 4.862, -1.218], [-5.043, 5.198, -2.643], [-5.154, 2.337, -3.785], [-6.601, 3.319, -3.568], [-6.535, 1.727, -2.830]], "homo_lumo_gap_ev": [6.5, 6.5], "charge": 3, "spin_multiplicity": 1, "e_homo_ev": [-15.5, -15.5]}



{"formula": "C52H63N10O2SSn", "method": "the ωB97M-V functional and the def2-TZVPD basis", "symbols": ["Sn", "C", "O", "C", "N", "C", "C", "C", "C", "C", "C", "C", "C", "C", "C", "C", "C", "N", "C", "N", "C", "C", "O", "C", "C", "C", "C", "C", "C", "H", "H", "H", "H", "H", "H", "H", "H", "H", "H", "H", "H", "H", "H", "H", "H", "H", "H", "H", "C", "C", "C", "C", "N", "N", "C", "H", "H", "H", "H", "H", "H", "H", "H", "C", "C", "C", "C", "N", "C", "S", "N", "C", "C", "C", "C", "H", "H", "H", "H", "H", "H", "H", "H", "H", "H", "H", "H", "H", "H", "H", "H", "H", "H", "H", "H", "N", "C", "C", "C", "C", "N", "C", "C", "H", "H", "H", "H", "C", "N", "C", "C", "C", "C", "C", "C", "C", "C", "H", "H", "H", "H", "H", "H", "H", "H", "H", "H", "H", "H"], "positions_angstrom": [[1.140, 0.506, 0.578], [5.479, 2.244, 2.126], [4.538, 2.617, 3.138], [3.370, 2.073, 2.787], [3.325, 1.441, 1.682], [4.598, 1.617, 1.014], [5.171, 0.369, 0.411], [6.045, 0.477, -0.662], [6.582, -0.659, -1.235], [6.246, -1.910, -0.744], [5.384, -2.018, 0.331], [4.858, -0.881, 0.916], [2.212, 2.278, 3.655], [2.194, 3.282, 4.622], [1.036, 3.442, 5.369], [-0.038, 2.595, 5.145], [0.077, 1.632, 4.143], [1.174, 1.495, 3.411], [-1.000, 0.704, 3.793], [-1.044, 0.114, 2.670], [-2.142, -0.821, 2.690], [-2.850, -0.498, 4.039], [-1.976, 0.434, 4.678], [-1.594, -2.228, 2.627], [-2.224, -3.201, 1.865], [-1.728, -4.492, 1.827], [-0.600, -4.826, 2.557], [0.034, -3.860, 3.319], [-0.461, -2.569, 3.355], [6.175, 1.508, 2.545], [6.024, 3.131, 1.803], [4.415, 2.324, 0.196], [6.281, 1.450, -1.068], [7.256, -0.574, -2.072], [6.653, -2.798, -1.202], [5.124, -2.992, 0.713], [4.187, -0.948, 1.761], [3.053, 3.919, 4.756], [0.958, 4.237, 6.094], [-0.949, 2.675, 5.714], [-2.776, -0.644, 1.818], [-2.962, -1.372, 4.684], [-3.820, -0.012, 3.913], [-3.090, -2.941, 1.279], [-2.229, -5.242, 1.233], [-0.216, -5.835, 2.522], [0.909, -4.112, 3.903], [0.049, -1.819, 3.943], [2.977, -4.963, 1.355], [2.380, -3.937, 0.464], [1.916, -3.995, -0.837], [1.437, -2.712, -1.136], [1.616, -1.921, -0.085], [2.172, -2.674, 0.873], [0.770, -2.217, -2.366], [3.439, -5.755, 0.775], [2.207, -5.407, 1.984], [3.727, -4.523, 2.010], [1.929, -4.849, -1.482], [2.378, -2.274, 1.775], [0.997, -2.855, -3.215], [1.090, -1.198, -2.570], [-0.307, -2.204, -2.203], [-3.510, -3.357, -3.506], [-2.712, -2.790, -4.672], [-3.081, -1.348, -5.024], [-2.933, -0.345, -3.877], [-4.101, -0.302, -3.029], [-4.112, -0.440, -1.688], [-2.723, -0.733, -0.812], [-5.318, -0.335, -1.097], [-5.575, -0.446, 0.322], [-6.895, -1.161, 0.613], [-6.748, -2.678, 0.715], [-6.321, -3.325, -0.596], [-3.269, -4.405, -3.357], [-4.578, -3.279, -3.694], [-3.278, -2.830, -2.586], [-2.884, -3.402, -5.559], [-1.647, -2.842, -4.440], [-4.112, -1.317, -5.383], [-2.442, -1.020, -5.845], [-2.785, 0.658, -4.296], [-2.077, -0.586, -3.241], [-4.986, -0.201, -3.508], [-6.113, -0.092, -1.671], [-5.588, 0.560, 0.762], [-4.744, -1.000, 0.766], [-7.619, -0.912, -0.166], [-7.293, -0.781, 1.555], [-7.706, -3.098, 1.026], [-6.016, -2.911, 1.491], [-7.036, -3.097, -1.383], [-6.279, -4.404, -0.481], [-5.340, -2.980, -0.908], [-3.553, 5.441, -3.339], [-2.950, 4.646, -2.778], [-2.219, 3.644, -2.089], [-2.320, 3.510, -0.702], [-1.585, 2.515, -0.084], [-0.789, 1.692, -0.749], [-0.708, 1.800, -2.065], [-1.402, 2.753, -2.786], [-2.953, 4.174, -0.136], [-1.636, 2.356, 0.986], [-0.057, 1.094, -2.559], [-1.305, 2.818, -3.857], [1.675, 6.227, -0.578], [2.388, 4.997, -0.308], [2.947, 4.996, 1.020], [1.646, 3.792, -0.622], [2.469, 2.790, -1.406], [3.332, 3.306, -2.363], [4.101, 2.466, -3.147], [3.989, 1.098, -2.981], [3.129, 0.590, -2.024], [2.337, 1.406, -1.208], [2.351, 7.065, -0.408], [0.789, 6.366, 0.063], [1.366, 6.249, -1.621], [3.605, 5.857, 1.132], [3.533, 4.094, 1.162], [2.174, 5.044, 1.809], [0.783, 4.075, -1.236], [1.246, 3.302, 0.291], [3.408, 4.378, -2.481], [4.780, 2.881, -3.876], [4.580, 0.429, -3.592], [3.091, -0.485, -1.892]], "homo_lumo_gap_ev": 7.0, "charge": 1, "spin_multiplicity": 1, "e_homo_ev": -9.5}



{"formula": "C52H64BFN6O19P", "method": "the ωB97M-V functional and the def2-TZVPD basis", "symbols": ["C", "C", "N", "C", "C", "C", "N", "C", "F", "B", "O", "N", "C", "C", "O", "C", "C", "C", "C", "N", "O", "N", "C", "O", "C", "C", "C", "O", "O", "N", "C", "O", "C", "C", "O", "C", "C", "P", "C", "O", "H", "H", "H", "H", "H", "H", "H", "H", "H", "H", "H", "H", "H", "H", "H", "H", "H", "H", "H", "H", "H", "H", "H", "H", "H", "H", "H", "H", "H", "H", "H", "H", "H", "H", "H", "H", "H", "H", "H", "H", "H", "H", "H", "H", "C", "C", "C", "O", "C", "C", "C", "O", "H", "H", "H", "H", "C", "C", "C", "O", "C", "C", "C", "O", "H", "H", "H", "H", "C", "C", "C", "O", "C", "C", "C", "O", "H", "H", "H", "H", "C", "C", "C", "O", "C", "C", "C", "O", "H", "H", "H", "H", "C", "C", "C", "O", "C", "C", "C", "O", "H", "H", "H", "H"], "positions_angstrom": [[4.186, 1.494, -2.027], [2.830, 0.804, -2.521], [1.602, 1.325, -1.974], [0.635, 0.630, -1.209], [1.143, -0.712, -0.586], [2.534, -0.777, 0.157], [2.406, -1.082, 1.607], [0.339, 1.685, -0.013], [-0.047, 0.996, 1.204], [1.725, 2.437, 0.501], [2.192, 3.602, -0.188], [2.481, 1.998, 1.681], [3.927, 2.327, 1.621], [1.968, 2.681, 2.918], [-0.446, 2.795, -0.304], [-1.401, 2.839, -1.352], [-1.277, 4.341, -1.886], [-1.354, 5.438, -0.775], [-1.423, 6.825, -1.543], [-2.270, 7.917, -1.169], [-0.743, 6.931, -2.538], [-2.734, 2.818, -0.626], [-3.689, 3.232, -1.274], [-4.602, 3.394, -1.951], [-1.276, 1.731, -2.461], [-0.740, 2.151, -3.882], [-1.794, 1.924, -5.049], [-2.740, 2.649, -5.110], [-1.651, 0.965, -6.028], [-0.746, 0.415, -1.904], [-1.787, -0.136, -0.996], [-3.009, -0.470, -1.686], [-4.015, -0.804, -0.687], [-5.309, -1.176, -1.531], [-5.662, -2.552, -1.378], [-6.752, -2.699, -0.444], [-6.215, -2.569, 1.045], [-0.773, -0.745, -3.314], [-0.948, -2.551, -2.766], [0.745, -0.831, -4.084], [4.041, 2.562, -1.728], [4.707, 0.880, -1.249], [4.893, 1.502, -2.904], [2.845, 0.992, -3.639], [3.034, -0.299, -2.449], [1.406, 2.259, -2.313], [1.213, -1.473, -1.420], [0.447, -1.167, 0.169], [3.106, -1.671, -0.235], [3.226, 0.083, 0.021], [1.857, -1.955, 1.688], [1.860, -0.355, 2.077], [2.130, 4.315, 0.475], [4.100, 3.430, 1.789], [4.447, 1.947, 0.704], [4.408, 1.767, 2.477], [1.673, 3.729, 2.617], [1.060, 2.140, 3.295], [2.754, 2.723, 3.708], [-0.214, 4.384, -2.276], [-1.899, 4.536, -2.798], [-0.549, 5.405, -0.007], [-2.346, 5.332, -0.249], [-2.427, 7.982, -0.164], [-3.140, 7.936, -1.703], [-2.357, 1.557, -2.751], [-0.521, 3.250, -4.010], [0.262, 1.711, -4.165], [-0.729, 0.882, -6.334], [-2.081, 0.501, -0.127], [-1.531, -1.131, -0.531], [-3.714, -1.688, -0.066], [-4.218, 0.117, -0.074], [-6.183, -0.528, -1.254], [-5.113, -0.979, -2.621], [-7.138, -3.751, -0.524], [-7.610, -2.013, -0.659], [-6.093, -1.479, 1.295], [-6.952, -3.015, 1.761], [-5.238, -3.103, 1.148], [-1.788, -2.710, -2.051], [-1.254, -3.074, -3.720], [0.019, -3.018, -2.461], [0.630, -1.204, -4.978], [-6.951, 5.300, -1.670], [-7.901, 4.369, -1.707], [-9.328, 4.720, -1.517], [-10.195, 3.872, -1.549], [-9.655, 6.147, -1.286], [-8.703, 7.078, -1.248], [-7.278, 6.725, -1.439], [-6.406, 7.573, -1.407], [-5.908, 5.063, -1.806], [-7.679, 3.323, -1.876], [-10.702, 6.385, -1.150], [-8.924, 8.124, -1.080], [9.384, 0.622, 0.360], [8.670, 0.598, -0.764], [7.377, -0.119, -0.837], [6.724, -0.143, -1.862], [6.906, -0.807, 0.388], [7.620, -0.783, 1.512], [8.914, -0.066, 1.584], [9.564, -0.043, 2.610], [10.332, 1.140, 0.432], [8.998, 1.096, -1.668], [5.958, -1.325, 0.317], [7.291, -1.281, 2.416], [11.506, -1.368, 4.836], [12.127, -0.729, 3.846], [13.603, -0.617, 3.811], [14.170, -0.033, 2.909], [14.362, -1.244, 4.918], [13.741, -1.883, 5.908], [12.264, -1.994, 5.943], [11.697, -2.578, 6.844], [10.428, -1.458, 4.878], [11.587, -0.267, 3.031], [15.441, -1.153, 4.876], [14.280, -2.346, 6.725], [-10.239, -6.400, -0.197], [-10.658, -7.464, -0.881], [-9.713, -8.515, -1.323], [-10.092, -9.482, -1.947], [-8.283, -8.338, -0.973], [-7.865, -7.274, -0.290], [-8.811, -6.224, 0.151], [-8.429, -5.254, 0.777], [-10.915, -5.622, 0.133], [-11.698, -7.609, -1.143], [-7.607, -9.116, -1.304], [-6.825, -7.129, -0.027], [1.372, -5.829, 3.119], [0.762, -6.418, 4.146], [0.300, -5.636, 5.316], [-0.254, -6.171, 6.252], [0.542, -4.174, 5.299], [1.152, -3.586, 4.272], [1.613, -4.369, 3.103], [2.169, -3.830, 2.163], [1.717, -6.384, 2.256], [0.577, -7.484, 4.174], [0.197, -3.618, 6.162], [1.338, -2.519, 4.244]], "homo_lumo_gap_ev": 7.6, "charge": 1, "spin_multiplicity": 1, "e_homo_ev": -11.1}